Arrangement i

10
Properties=species:S:1:pos:R:3 method="wB97M-V/def2-TZVPD" e_homo_ev="-9.394 / -9.394" homo_lumo_gap_ev="7.8 / 7.8" smiles="NS(=O)(=O)C1=CS1"
C -0.50 -1.48 -1.35
C -0.91 -0.02 -0.73
N -0.09 1.29 1.38
O 0.48 -1.09 1.27
O 1.65 0.63 -0.10
S 0.07 -0.38 -2.44
S 0.47 0.09 0.45
H -0.64 -2.52 -1.48
H 0.48 2.05 1.36
H -1.01 1.44 1.64

***

Arrangement ii

10
Properties=species:S:1:pos:R:3 method="wB97M-V/def2-TZVPD" e_homo_ev=-9.037 homo_lumo_gap_ev=8.8
C -0.60 -0.26 0.62
C 0.42 -0.05 -0.20
N 1.59 1.00 0.26
O 1.40 1.61 1.27
O 2.43 1.24 -0.56
S -2.00 -1.11 -0.08
S 0.62 -0.52 -1.84
H -0.82 0.23 1.58
H -2.56 -1.03 1.04
H -0.48 -1.11 -2.09

***

Arrangement iii

10
Properties=species:S:1:pos:R:3 method="wB97M-V/def2-TZVPD" e_homo_ev=-8.170 homo_lumo_gap_ev=7.2
C -0.96 0.16 0.11
C 0.33 -0.40 0.03
N 1.22 0.53 -0.05
O 0.66 1.73 -0.23
O 2.43 0.58 0.18
S -2.30 -0.61 -0.43
S 0.93 -2.10 0.09
H 1.21 2.30 0.29
H -3.10 0.42 -0.27
H -0.41 -2.62 0.28

***

Arrangement iv

10
Properties=species:S:1:pos:R:3 method="wB97M-V/def2-TZVPD" e_homo_ev=-9.646 homo_lumo_gap_ev=8.0
C 0.11 -0.75 0.76
C -0.02 0.24 -0.11
N -0.07 1.56 0.16
O 0.20 1.86 1.30
O -0.30 2.33 -0.73
S 0.18 -2.43 0.32
S -0.31 -0.25 -2.54
H 0.29 -0.62 1.93
H -0.24 -3.02 1.47
H 0.17 1.06 -2.56

***

Going by the energies, arrangement ii is most stable and the next is 0.0416 hartree up.

***

Arrangement i

9
Properties=species:S:1:pos:R:3 method="wB97M-V/def2-TZVPD" e_homo_ev="-9.300 / -9.274" homo_lumo_gap_ev="6.8 / 6.8"
C 0.05 -0.65 0.67
C -1.00 0.14 0.85
C 1.24 -0.24 0.00
F -3.48 -0.54 -1.20
S 2.25 -1.34 -0.62
S -3.72 -0.73 0.44
H 0.18 -1.74 0.92
H -1.37 1.10 0.62
H 1.61 0.70 -0.14

***

Arrangement ii

9
Properties=species:S:1:pos:R:3 method="wB97M-V/def2-TZVPD" e_homo_ev=-8.924 homo_lumo_gap_ev=8.5 smiles="F/C=C/SC=S"
C 0.29 -0.11 1.89
C 0.14 0.31 0.62
C -0.30 -0.16 -2.02
H 0.58 -1.13 2.09
H -0.28 1.24 0.38
H -0.97 0.66 -1.69
F 0.17 0.73 2.94
S 0.56 -0.86 -0.67
S -0.18 -0.68 -3.54

***

Going by the energies, arrangement ii is most stable and the next is 0.1674 hartree up.

***

Arrangement i

14
Properties=species:S:1:pos:R:3 method="wB97M-V/def2-TZVPD" e_homo_ev=-8.884 homo_lumo_gap_ev=9.9 smiles=CN[C@H]1C[C@H]1Cl
C -1.67 -0.86 0.32
C 0.17 0.42 -0.69
C 0.67 1.08 0.57
C 1.63 0.46 -0.40
H -2.12 -1.89 0.30
H -1.33 -0.69 1.28
H -2.44 -0.15 -0.01
H 0.02 -1.63 -0.54
H -0.23 1.12 -1.42
H 0.72 2.15 0.64
H 0.45 0.60 1.55
H 2.21 1.18 -0.97
N -0.59 -0.81 -0.69
Cl 2.51 -0.97 0.06

***

Arrangement ii

14
Properties=species:S:1:pos:R:3 method="wB97M-V/def2-TZVPD" e_homo_ev=-9.183 homo_lumo_gap_ev=9.9
C 0.72 -0.78 -0.09
C -0.52 -1.57 -0.20
C -1.26 -0.67 0.83
C 0.14 0.16 0.92
H 1.21 -0.29 -2.19
H 2.73 -0.92 -1.24
H 1.43 -1.20 0.55
H -1.14 -1.15 -1.05
H -0.66 -2.62 0.07
H -1.47 -1.01 1.90
H -1.94 0.15 0.10
H 0.92 0.47 1.61
N 1.58 -0.26 -1.08
Cl -0.39 1.51 -0.06

***

Arrangement iii

14
Properties=species:S:1:pos:R:3 method="wB97M-V/def2-TZVPD" e_homo_ev=-9.479 homo_lumo_gap_ev=10.3 smiles=NC1(CCl)CC1
C 0.79 0.16 0.15
C -0.55 -0.15 0.93
C 2.16 -0.41 0.39
C 1.22 -0.82 -0.83
H 0.90 1.98 0.60
H -0.61 1.69 -0.51
H -0.46 -1.06 1.67
H -0.82 0.66 1.59
H 2.48 -1.09 1.42
H 2.82 0.49 -0.22
H 1.93 -0.62 -1.69
H 0.70 -1.79 -0.81
N 0.60 1.51 -0.34
Cl -1.94 -0.21 -0.21

***

Going by the energies, arrangement i is most stable and the next is 0.0936 hartree up.